[1]
DFT (the ωB97M-V functional and the def2-TZVPD basis) results for a molecular structure, C6H9N4S.

XYZ file:
```
20
C6H9N4S (the ωB97M-V functional and the def2-TZVPD basis)
C 1.45696 0.83165 0.47414
C 0.24702 0.37554 0.40932
C 2.73915 0.08707 0.12725
C -0.13981 -0.89436 -0.08076
C 0.54248 -2.14048 -0.12251
C 3.10253 -1.18481 0.11227
N -0.17360 -3.14590 -0.30504
N -1.48956 -1.13637 -0.22075
N 3.79227 -2.32434 0.06204
N -3.47232 0.98287 0.22816
S -1.75152 -2.77980 -0.43604
H 1.66084 1.87044 0.65351
H -0.47219 1.16033 0.65481
H 3.45737 0.90092 -0.06523
H -2.32594 -0.41792 -0.24855
H 3.69029 -2.91442 -0.79501
H 3.76892 -2.92774 0.98577
H -4.30788 0.42658 0.42205
H -3.53632 1.72921 -0.40626
H -3.38014 1.56668 1.10479
```

## Properties
- E_LUMO: -4.461 eV
- M: 169.23 g mol⁻¹
- Net charge: +1
- Energy above the lowest of the compared OMol25 structures with the same formula, charge and spin: 126.22 kcal per mole
- HOMO: -11.136 eV
- Energy: -23151.7621 eV

[2]
DFT (the ωB97M-V functional and the def2-TZVPD basis) results for a single C5H9NO molecule.

XYZ file:
```
16
C5H9NO (the ωB97M-V functional and the def2-TZVPD basis)
H 0.48297 2.07821 1.04471
N 1.18111 1.74420 0.38088
C 1.21710 0.48295 0.31680
C 2.13082 -0.23790 -0.62637
O 0.40714 -0.39987 1.01185
C -0.94055 -0.04057 0.84298
C -1.86407 -1.02943 0.21670
C -1.36788 0.14470 -0.58085
H 3.09411 -0.44803 -0.15544
H 1.67636 -1.18756 -0.92277
H 2.29791 0.39880 -1.49610
H -1.32101 0.61979 1.62169
H -1.46118 -2.00933 -0.01816
H -2.89940 -1.02082 0.53766
H -0.62246 -0.07265 -1.34207
H -2.01097 0.97750 -0.83151
```

## Properties
- E_LUMO: 1.090 eV
- M: 99.13 g mol⁻¹
- Net charge: 0
- Energy above the lowest of the compared OMol25 structures with the same formula, charge and spin: 50.96 kcal per mole
- HOMO: -10.138 eV
- Energy: -8867.0027 eV

[3]
DFT (the ωB97M-V functional and the def2-TZVPD basis) results for 4 unconnected molecules or ions with the total composition C10H27INO4.

XYZ file:
```
43
C10H27INO4 (the ωB97M-V functional and the def2-TZVPD basis)
I 0.58186 2.86401 -0.17866
C 3.86548 1.16540 1.49541
O 2.98447 1.88964 2.33586
H 4.41387 1.86635 0.85076
H 4.58464 0.56163 2.03983
H 3.29476 0.55235 0.78867
H 2.55314 2.53366 1.74939
C -3.57605 -2.73628 -1.82763
O -3.09798 -1.92538 -0.78804
C -2.70302 -0.63512 -1.23635
C -2.80141 0.34799 -0.07971
N -1.66680 0.16777 0.86402
C -1.94299 0.98024 2.05787
C -1.01580 0.58920 3.22567
O -1.09989 -0.79681 3.48874
C -0.31058 -1.09765 4.62353
H -3.58294 -3.76397 -1.45710
H -2.98756 -2.71540 -2.75179
H -4.61140 -2.45242 -2.07255
H -3.36682 -0.33185 -2.05736
H -1.67534 -0.62766 -1.61754
H -3.76725 0.19146 0.40786
H -2.78436 1.38322 -0.45018
H -0.95802 0.73136 0.37612
H -2.97500 0.89393 2.39814
H -1.71054 2.04606 1.92233
H -1.41749 1.15918 4.07894
H 0.01061 0.90946 3.02373
H -0.62610 -0.47923 5.47893
H 0.73129 -0.83595 4.41219
H -0.41674 -2.12616 4.96274
C 1.40038 0.53163 -3.88186
C 1.90996 -0.54431 -2.91780
C 3.40621 -0.34761 -2.65996
O 1.19572 -0.51717 -1.69279
H 2.12939 0.79256 -4.65226
H 1.32901 1.45951 -3.29875
H 0.42986 0.32874 -4.33011
H 1.81503 -1.53639 -3.37031
H 3.77492 -1.18867 -2.07434
H 3.56688 0.59305 -2.12906
H 3.91163 -0.30219 -3.62763
H 1.20497 0.42179 -1.42894
```

## Properties
- E_LUMO: 3.163 eV
- M: 352.23 g mol⁻¹
- Net charge: -1
- Energy above the lowest of the compared OMol25 structures with the same formula, charge and spin: 1.53 kcal per mole
- HOMO: -4.623 eV
- Energy: -28589.6810 eV

[4]
DFT (the ωB97M-V functional and the def2-TZVPD basis) results for 2 unconnected molecules or ions with the total composition C2H11N2O.

XYZ file:
```
16
C2H11N2O (the ωB97M-V functional and the def2-TZVPD basis)
C -1.02637 1.25633 1.22550
N -1.31828 0.85114 -0.12552
H -0.07206 0.87849 1.43467
H -0.98940 2.32627 1.19756
H -1.79963 0.89830 1.89521
H -1.77943 1.57099 -0.69085
H -1.93248 -0.00489 -0.26890
H -0.43094 0.47133 -0.68181
N 1.07491 -0.18668 -1.27312
C 1.31262 -1.15380 -0.22703
O 0.08113 -1.67769 0.36128
H 1.78297 0.52676 -1.51136
H 0.73380 -0.63555 -2.09167
H 1.98974 -1.92751 -0.66561
H 1.94904 -0.77582 0.54234
H 0.42438 -2.41768 0.87932
```

## Properties
- E_LUMO (spin up / spin down): 0.660 / 0.482 eV
- M: 79.12 g mol⁻¹
- Net charge: 0
- Energy above the lowest of the compared OMol25 structures with the same formula, charge and spin: 22.82 kcal per mole
- HOMO (spin up / spin down): -2.741 / -10.295 eV
- Energy: -7276.0261 eV
- <S²>: 0.7505
- Spin multiplicity: 2

[5]
DFT (the ωB97M-V functional and the def2-TZVPD basis) results for a single C3H10N2Si2 molecule.

XYZ file:
```
17
C3H10N2Si2 (the ωB97M-V functional and the def2-TZVPD basis)
C 3.30954 -0.08523 0.13106
C 2.32227 -0.93716 0.32756
C 0.21102 1.49540 -0.28656
N -0.85210 -1.21768 0.26762
N -2.82846 0.75365 0.83640
Si -2.65510 -0.55374 -0.12771
Si 0.48785 -0.30631 0.19891
H 4.36980 -0.39207 0.25154
H 2.92277 0.98212 -0.03713
H 2.52274 -1.91971 0.20388
H 1.20771 2.13226 -0.18768
H 0.08462 1.53901 -1.34996
H -0.55627 2.00925 0.16978
H -0.76265 -2.27222 0.26486
H -3.74896 1.21353 0.91319
H -2.82081 -0.67130 -1.73708
H -3.21399 -1.76978 0.16134
```

## Properties
- E_LUMO: -0.818 eV
- M: 130.30 g mol⁻¹
- Net charge: 0
- Energy above the lowest of the compared OMol25 structures with the same formula, charge and spin: 86.14 kcal per mole
- HOMO: -7.018 eV
- Energy: -22006.0621 eV

[6]
DFT (the ωB97M-V functional and the def2-TZVPD basis) results for a molecular structure, C33H25CaF5N13O3S4.

XYZ file:
```
84
C33H25CaF5N13O3S4 (the ωB97M-V functional and the def2-TZVPD basis)
Ca 0.29259 0.21608 -0.04818
N -6.68361 -3.30630 -2.49091
C -5.91609 -2.31848 -1.87602
C -6.02934 -2.06338 -0.50861
C -5.24858 -1.09882 0.09854
C -4.34818 -0.36109 -0.65929
C -4.26080 -0.57139 -2.03248
C -5.04282 -1.53436 -2.63935
S -3.28571 0.82451 0.10199
O -2.98280 1.80175 -0.92270
O -3.97633 1.30173 1.27387
N -1.85260 0.16334 0.47126
C -1.74871 -0.89357 1.32036
N -2.82411 -1.51431 1.84716
C -2.59463 -2.49798 2.70232
C -1.32481 -2.90358 3.08480
C -0.28117 -2.23663 2.47501
N -0.47088 -1.26127 1.59840
H -7.06940 -3.97751 -1.84740
H -6.18836 -3.77109 -3.23714
H -6.72302 -2.65303 0.08318
H -5.32194 -0.90344 1.15884
H -3.57729 0.03839 -2.60634
H -4.97277 -1.71084 -3.70625
H -3.47883 -2.98825 3.10407
H -1.15731 -3.69659 3.79734
H 0.75364 -2.47990 2.69375
F 5.29737 -4.54451 2.79708
C 4.65063 -3.40062 2.55593
C 3.61450 -3.35364 1.65264
F 3.24920 -4.46943 1.01236
C 2.95495 -2.16306 1.41275
F 1.93910 -2.20146 0.54073
C 3.27939 -0.95701 2.03763
S 2.48743 0.54845 1.72080
C 4.33671 -1.06013 2.95484
F 4.74141 0.02265 3.62063
C 5.00644 -2.23826 3.21023
F 6.01144 -2.26891 4.09359
C 3.20464 3.49334 -1.14787
C 2.54146 3.99024 0.09717
N 1.54172 3.44489 0.71279
C 1.20339 4.13047 1.85980
C 1.96156 5.22858 2.11539
S 3.12669 5.43387 0.88351
C 0.12178 3.63273 2.72533
C -0.44711 4.33589 3.74023
S -1.58287 3.35924 4.56007
C -1.25968 2.05771 3.44585
N -0.36860 2.35385 2.55753
C -1.98073 0.75523 3.57487
H 2.59151 2.71466 -1.58682
H 4.18505 3.07813 -0.90839
H 3.34457 4.30409 -1.86489
H 1.91048 5.90777 2.95399
H -0.24702 5.34996 4.05392
H -2.48294 0.67987 4.53905
H -1.27066 -0.06807 3.47162
H -2.72549 0.66446 2.78487
N -0.99276 1.24735 -3.27651
C -0.54190 2.10676 -2.32565
N -1.02345 3.38302 -2.36940
O 0.37572 1.79697 -1.53813
H -1.84783 1.48240 -3.74752
H -0.86799 0.27118 -3.02817
H -2.00603 3.45638 -2.57824
H -0.77129 3.89591 -1.53738
N -0.29858 -1.30511 -1.73083
C -0.96441 -2.24906 -1.96650
N -1.63976 -3.31009 -2.12236
C -2.16075 -3.89917 -3.16540
N -2.64654 -4.47576 -4.05240
N 6.72514 0.18314 -5.34154
C 5.88986 0.09734 -4.55530
C 4.84122 -0.01003 -3.56775
C 3.52287 -0.19872 -3.96484
C 2.55185 -0.29458 -2.98117
N 2.82164 -0.19131 -1.67899
C 4.08713 -0.00842 -1.30809
C 5.13482 0.07685 -2.21205
H 3.26573 -0.26250 -5.01354
H 1.51275 -0.46921 -3.23830
H 4.25781 0.09393 -0.24003
H 6.15231 0.21778 -1.87332
```

## Properties
- E_LUMO: 1.818 eV
- M: 914.99 g mol⁻¹
- Net charge: -1
- Energy above the lowest of the compared OMol25 structures with the same formula, charge and spin: 13.08 kcal per mole
- HOMO: -4.903 eV
- Energy: -135514.8202 eV

[7]
DFT (the ωB97M-V functional and the def2-TZVPD basis) results for a single C4H10 molecule.

XYZ file:
```
14
C4H10 (the ωB97M-V functional and the def2-TZVPD basis)
C 1.95743 0.09262 0.04123
C 0.56100 -0.49387 -0.08637
C -0.54791 0.55298 -0.07367
C -1.94599 -0.15372 0.03073
H 2.02138 0.73961 0.90426
H 2.14306 0.69118 -0.82688
H 2.75758 -0.66174 0.10031
H 0.41840 -1.08841 -0.98538
H 0.35243 -1.15251 0.77520
H -0.38912 1.18195 0.82450
H -0.56200 1.23536 -0.97662
H -1.98435 -0.61191 1.07099
H -2.76939 0.55435 -0.02487
H -2.01250 -0.88589 -0.77344
```

## Properties
- E_LUMO: 1.322 eV
- M: 58.12 g mol⁻¹
- Net charge: 0
- Energy above the lowest of the compared OMol25 structures with the same formula, charge and spin: 6.02 kcal per mole
- HOMO: -11.262 eV
- Energy: -4310.1008 eV

[8]
DFT (the ωB97M-V functional and the def2-TZVPD basis) results for 2 unconnected molecules or ions with the total composition C9H11N4.

XYZ file:
```
24
C9H11N4 (the ωB97M-V functional and the def2-TZVPD basis)
C 3.32813 0.98742 -0.70668
C 2.84565 -0.29114 -0.93399
C 2.58849 2.03688 -0.11483
C 1.60278 -0.65191 -0.52764
C 1.27415 1.75644 0.24198
C -2.97417 2.04802 2.09297
C -1.63282 1.92110 1.81163
C 0.80881 0.41556 0.10535
C -0.49037 0.14541 0.43641
N -3.61241 1.00859 1.53446
N -2.78235 0.19830 0.98358
N -1.48095 0.76628 1.08420
N -2.81211 -2.37074 -0.59032
H 4.31766 1.19041 -1.15925
H 3.45396 -0.99174 -1.52575
H 3.05437 2.93803 0.10581
H 1.20609 -1.59464 -0.57888
H 0.64809 2.47094 0.86498
H -3.46882 2.86924 2.70084
H -0.84119 2.49683 2.31730
H -0.89475 -0.79422 -0.08295
H -3.73903 -2.45011 -0.97482
H -3.01444 -2.21261 0.42412
H -2.27210 -3.23049 -0.76799
```

## Properties
- E_LUMO: -6.177 eV
- M: 175.22 g mol⁻¹
- Net charge: +1
- Energy above the lowest of the compared OMol25 structures with the same formula, charge and spin: 80.19 kcal per mole
- HOMO: -12.833 eV
- Energy: -15462.0305 eV